*w*
ORCA calculation (ωB97M-V with the def2-TZVPD basis set) on a cluster of 10 separate species, H21O10 in total.

Structure (XYZ):
```
31
H21O10 (ωB97M-V with the def2-TZVPD basis set)
O -2.687 0.437 -1.057
H -3.276 -0.248 -0.911
H -1.321 -2.448 -0.229
O -0.273 -0.276 -3.150
H -1.268 -0.008 -3.394
H 0.232 0.530 -3.310
O -0.120 -0.014 -0.093
H -0.233 -3.514 0.128
H -0.324 -0.408 0.791
O 3.022 -0.245 -0.867
H 3.162 0.639 -1.023
H 2.765 -0.186 0.214
O 1.172 -1.865 -1.858
H 3.327 2.416 1.036
H 0.975 -1.077 -2.643
O -0.033 -1.537 3.037
H 0.325 -0.866 3.664
H 0.158 -1.932 -1.305
O 0.330 3.106 1.026
H 0.312 -2.055 2.394
H -0.465 3.684 1.245
O -2.561 0.935 2.154
H -2.894 0.039 1.802
H 0.203 2.351 0.610
O -0.390 -2.539 -0.120
H -2.613 1.084 -0.340
O 2.830 1.864 0.435
H 1.896 2.009 0.428
H -2.852 1.068 2.999
H -0.985 0.137 -0.413
H 1.587 -1.080 -1.251
```

Net charge: +1
LUMO level, eV: -3.47
Highest occupied orbital energy, eV: -14.5
Spin multiplicity: 1



*x*
ORCA calculation (ωB97M-V with the def2-TZVPD basis set) on a cluster of 10 separate species, H21O10 in total.

Structure (XYZ):
```
31
H21O10 (ωB97M-V with the def2-TZVPD basis set)
O -0.728 -0.925 2.064
H -0.457 -0.655 1.079
H -1.586 -3.745 1.296
O -2.662 1.222 0.406
H -2.974 1.994 -0.046
H -3.425 0.918 0.908
O -0.053 2.568 -0.604
H -0.163 2.577 0.355
H 0.855 2.862 -0.729
O -2.550 1.693 -2.975
H -3.005 1.127 -2.352
H -1.613 1.748 -2.796
O 1.600 -1.980 2.212
H 2.135 -1.937 3.012
H 2.079 -1.541 1.502
O 1.710 3.037 1.749
H 2.547 3.381 1.410
H 2.053 2.203 2.101
O 0.290 -0.187 -0.023
H 0.001 -0.836 -0.684
H 0.113 0.724 -0.337
O 2.912 -0.866 -0.138
H 3.672 -0.848 -0.727
H -1.240 -1.744 1.841
O -1.113 -3.216 0.632
H 0.139 -1.251 2.504
O -0.189 -0.972 -3.613
H 0.657 -0.663 -3.931
H 2.273 -0.269 -0.498
H -0.354 -3.786 0.508
H -0.925 -0.636 -4.127
```

Net charge: +1
LUMO level, eV: -3.03
Highest occupied orbital energy, eV: -13.8
Spin multiplicity: 1



*y*
ORCA calculation (ωB97M-V with the def2-TZVPD basis set) on a structure of composition H21O10.

Structure (XYZ):
```
31
H21O10 (ωB97M-V with the def2-TZVPD basis set)
O 0.431 1.331 -0.059
H 0.617 1.277 -1.245
H -1.923 2.147 -0.132
O -2.779 2.335 -0.498
H 0.787 0.163 2.506
H 1.001 -2.352 2.065
O 0.786 -3.134 2.600
H 0.560 2.148 0.506
H 1.416 -2.958 3.306
O 1.267 2.421 2.080
H 2.095 2.644 2.518
H 0.622 3.065 2.292
O 0.352 0.855 -2.414
H -2.865 1.292 1.542
H 0.595 -0.069 -2.247
O -1.978 -1.105 -2.723
H -1.790 -2.030 -2.863
H -0.596 0.705 -2.598
O 0.870 -0.435 1.751
H -2.936 -1.120 -2.607
H -0.023 -0.746 1.583
O 2.307 -0.297 -1.091
H 1.823 -0.732 -0.388
H 0.960 0.639 0.435
O 0.675 -3.136 -1.224
H -2.974 3.216 -0.810
O -1.949 1.000 1.493
H -1.960 0.222 0.932
H 2.965 0.345 -0.818
H 0.563 -3.501 -2.105
H 1.560 -3.407 -0.966
```

Net charge: +1
LUMO level, eV: -3.16
Highest occupied orbital energy, eV: -13.9
Spin multiplicity: 1



*z*
ORCA calculation (ωB97M-V with the def2-TZVPD basis set) on a cluster of 10 separate species, H21O10 in total.

Structure (XYZ):
```
31
H21O10 (ωB97M-V with the def2-TZVPD basis set)
O 0.774 2.049 1.769
H 1.582 2.422 1.391
H -0.902 1.547 0.443
O 0.050 -3.526 -0.059
H -0.667 -4.110 0.222
H -0.331 -2.763 0.372
O -2.818 0.038 -1.304
H -1.423 0.991 1.880
H -2.129 -0.079 -1.969
O -0.410 1.235 -1.344
H 0.329 0.780 -0.935
H -0.197 1.258 -2.283
O -0.839 0.361 3.176
H 0.690 4.006 -1.207
H 0.090 0.359 2.893
O 0.998 -1.829 2.102
H 1.650 -2.152 1.468
H -0.901 -0.601 3.314
O 2.140 -1.248 -0.870
H 1.226 -2.474 2.784
H 2.802 -1.914 -0.806
O -0.209 -1.296 -3.102
H 0.738 -1.291 -2.951
H 2.318 -0.391 -0.547
O -1.697 1.242 0.927
H 0.438 2.787 2.298
O 1.407 3.489 -1.575
H 1.376 3.463 -2.527
H -0.677 -2.034 -2.712
H -3.345 -0.769 -1.318
H -2.064 0.447 0.469
```

Net charge: +1
LUMO level, eV: -3.12
Highest occupied orbital energy, eV: -14.2
Spin multiplicity: 1



The structure with the greatest stability is *x*.



*w*
ORCA calculation (ωB97M-V with the def2-TZVPD basis set) on a structure of composition C23H26ClIrN2O3PS3.

Structure (XYZ):
```
60
C23H26ClIrN2O3PS3 (ωB97M-V with the def2-TZVPD basis set)
Ir 0.408 0.858 -1.223
Cl 3.203 -0.706 -1.762
C 3.895 0.087 -0.379
C 5.220 0.483 -0.427
C 5.777 1.106 0.679
C 5.019 1.322 1.820
C 3.695 0.920 1.860
C 3.114 0.298 0.756
P 1.377 -0.191 0.723
C 0.652 0.262 2.320
C 0.457 -0.705 3.307
C -0.095 -0.346 4.526
C -0.453 0.974 4.767
C -0.260 1.936 3.786
C 0.287 1.586 2.562
C 1.393 -2.005 0.670
C 2.492 -2.713 1.151
C 2.473 -4.099 1.158
C 1.360 -4.783 0.689
C 0.266 -4.080 0.205
C 0.283 -2.695 0.193
H 5.802 0.306 -1.321
H 6.811 1.423 0.645
H 5.457 1.807 2.681
H 3.101 1.093 2.748
H 0.733 -1.736 3.127
H -0.244 -1.099 5.289
H -0.882 1.252 5.721
H -0.535 2.966 3.971
H 0.433 2.342 1.799
H 3.364 -2.186 1.518
H 3.330 -4.644 1.530
H 1.349 -5.865 0.694
H -0.598 -4.611 -0.171
H -0.561 -2.155 -0.215
O -1.119 2.644 -1.805
S 0.064 3.508 -1.555
O -0.023 4.856 -1.981
O 0.540 3.233 -0.195
S 1.500 2.341 -2.590
C -4.874 -0.210 -3.330
N -3.432 -0.022 -3.461
C -2.918 -0.257 -4.808
C -2.630 0.068 -2.393
S -1.013 -0.529 -2.577
N -3.122 0.614 -1.276
C -2.601 0.360 0.056
C -4.058 1.737 -1.331
H -5.159 -1.083 -3.918
H -5.425 0.654 -3.702
H -5.141 -0.390 -2.293
H -3.655 0.112 -5.518
H -2.752 -1.320 -4.991
H -1.986 0.280 -4.955
H -2.158 -0.633 0.119
H -3.433 0.402 0.760
H -1.879 1.123 0.357
H -4.144 2.112 -2.346
H -3.657 2.536 -0.708
H -5.045 1.457 -0.958
```

Net charge: +1
LUMO level (spin up / spin down), eV: -2.07 / -5.74
<S²>: 6.0152
Highest occupied orbital energy (spin up / spin down), eV: -10.7 / -12.0
Spin multiplicity: 5



*x*
ORCA calculation (ωB97M-V with the def2-TZVPD basis set) on a structure of composition C23H26ClIrN2O3PS3.

Structure (XYZ):
```
60
C23H26ClIrN2O3PS3 (ωB97M-V with the def2-TZVPD basis set)
Ir -0.632 1.245 0.672
Cl 1.862 -0.448 0.079
C 2.574 0.066 1.607
C 3.929 0.312 1.637
C 4.500 0.727 2.835
C 3.718 0.888 3.969
C 2.353 0.631 3.917
C 1.762 0.214 2.731
P -0.011 -0.129 2.565
C -0.801 0.282 4.129
C -1.136 -0.711 5.049
C -1.727 -0.359 6.256
C -1.982 0.974 6.544
C -1.652 1.965 5.627
C -1.068 1.624 4.416
C -0.107 -1.921 2.390
C 0.928 -2.725 2.865
C 0.837 -4.106 2.758
C -0.283 -4.686 2.177
C -1.318 -3.888 1.708
C -1.231 -2.507 1.812
H 4.527 0.188 0.745
H 5.562 0.926 2.874
H 4.169 1.218 4.895
H 1.742 0.760 4.802
H -0.940 -1.752 4.828
H -1.985 -1.129 6.972
H -2.442 1.243 7.486
H -1.851 3.005 5.853
H -0.815 2.399 3.704
H 1.805 -2.282 3.319
H 1.642 -4.727 3.127
H -0.347 -5.763 2.087
H -2.190 -4.341 1.255
H -2.034 -1.889 1.429
O -1.948 3.149 0.155
S -0.684 3.869 0.511
O -0.650 5.267 0.288
O -0.287 3.380 1.859
S 0.645 2.717 -0.632
C -5.973 -1.100 -0.867
N -4.729 -0.442 -1.286
C -4.336 -0.721 -2.670
C -3.864 0.040 -0.378
S -2.189 -0.050 -0.751
N -4.377 0.567 0.738
C -3.589 0.775 1.952
C -5.661 1.281 0.721
H -5.984 -2.104 -1.291
H -6.853 -0.562 -1.221
H -6.011 -1.181 0.215
H -5.243 -0.734 -3.270
H -3.836 -1.687 -2.752
H -3.676 0.056 -3.044
H -2.859 -0.021 2.067
H -4.269 0.723 2.802
H -3.094 1.749 1.947
H -6.007 1.401 -0.300
H -5.494 2.270 1.148
H -6.419 0.766 1.309
```

Net charge: +1
LUMO level (spin up / spin down), eV: -2.16 / -5.68
<S²>: 6.0160
Highest occupied orbital energy (spin up / spin down), eV: -10.6 / -11.8
Spin multiplicity: 5



The structure with the greatest stability is *w*.



*w*
ORCA calculation (ωB97M-V with the def2-TZVPD basis set) on a cluster of 5 separate species, C2H14O4S2 in total.

Structure (XYZ):
```
22
C2H14O4S2 (ωB97M-V with the def2-TZVPD basis set)
C -0.973 1.658 1.015
S -0.109 0.100 1.309
S -1.760 -1.164 1.389
C -0.743 -2.845 1.351
H -0.096 2.437 1.075
H -1.570 2.002 1.852
H -1.326 1.741 0.007
H -0.656 -3.308 2.330
H 0.235 -2.585 0.823
H -1.275 -3.378 0.668
O 1.083 -1.510 -3.251
H 1.797 -1.055 -2.701
H 1.141 -2.421 -2.941
O 2.928 0.899 -1.741
H 2.586 0.940 -0.919
H 3.514 1.690 -1.724
O 4.484 1.916 -4.717
H 4.937 1.104 -4.452
H 3.879 1.658 -5.523
O -4.050 1.470 3.086
H -4.803 2.003 3.195
H -3.722 1.129 3.938
```

SMILES: CSSC.O.O.O.O
LUMO level, eV: 0.47
Highest occupied orbital energy, eV: -7.7
Spin multiplicity: 1



*x*
ORCA calculation (ωB97M-V with the def2-TZVPD basis set) on a cluster of 5 separate species, C2H14O4S2 in total.

Structure (XYZ):
```
22
C2H14O4S2 (ωB97M-V with the def2-TZVPD basis set)
C 1.766 1.149 3.027
S 2.709 0.190 1.773
S 2.191 0.958 0.040
C 1.158 -0.442 -0.786
H 1.530 2.345 2.874
H 0.740 0.858 3.299
H 2.302 0.886 3.974
H 1.791 -0.868 -1.607
H 0.726 -1.240 -0.098
H 0.156 0.018 -1.012
O -0.871 3.002 2.548
H -1.538 2.835 3.168
H -0.381 3.794 2.805
O -2.993 -5.141 -2.497
H -3.381 -4.780 -3.378
H -2.091 -5.353 -2.595
O -1.141 -4.812 -4.696
H -0.320 -4.629 -5.268
H -1.862 -5.379 -4.946
O -0.232 5.563 1.495
H 0.562 5.256 1.076
H -0.820 5.790 0.804
```

SMILES: CSSC.O.O.O.O
LUMO level, eV: 0.49
Highest occupied orbital energy, eV: -8.3
Spin multiplicity: 1



*y*
ORCA calculation (ωB97M-V with the def2-TZVPD basis set) on a cluster of 5 separate species, C2H14O4S2 in total.

Structure (XYZ):
```
22
C2H14O4S2 (ωB97M-V with the def2-TZVPD basis set)
C 0.795 -1.688 -1.016
C 1.131 -1.352 0.424
S 0.422 -2.537 1.599
S -1.581 -2.188 1.360
H -0.246 -1.452 -1.241
H 0.876 -2.759 -1.202
H 1.374 -1.126 -1.747
H 0.899 -0.297 0.541
H 2.172 -1.584 0.607
H -1.760 -2.879 0.220
O -2.805 1.509 -0.764
H -2.554 1.337 0.148
H -3.169 0.711 -1.106
O -0.071 2.354 -1.381
H -0.266 3.224 -1.010
H -0.686 1.822 -0.852
O -0.775 0.998 2.024
H -1.670 0.721 2.230
H -0.158 0.403 2.460
O 2.802 1.776 -0.065
H 2.216 2.079 -0.772
H 3.054 0.926 -0.456
```

SMILES: CCSS.O.O.O.O
LUMO level, eV: 0.05
Highest occupied orbital energy, eV: -9.5
Spin multiplicity: 1



The structure with the greatest stability is *y*.